1.
Entry from the Open Molecules 2025 dataset: C33H44N4O10 in the gas phase at a distorted geometry (ωB97M-V/def2-TZVPD).

Geometry as ORCA input:
```
! wB97M-V def2-TZVPD RIJCOSX def2/J DEFGRID3
* xyz 0 1
C 6.11624 3.44801 3.38877
C 5.18027 2.28706 3.08182
H 5.74122 1.46945 2.62510
H 4.41367 2.60909 2.37520
C 4.50419 1.76613 4.35748
C 3.62090 0.59688 4.01531
O 4.00391 -0.49273 3.68302
O 2.32184 0.92910 4.12753
C 1.35764 -0.03012 3.72981
H 1.77925 -1.03643 3.83337
C 0.94921 0.20507 2.26856
H 0.78677 1.27969 2.11118
C -0.31656 -0.58159 1.91314
C -0.69345 -0.43340 0.42194
C -0.28732 -1.67393 -0.39243
N -0.85854 -1.60367 -1.72166
C -0.08173 -1.09911 -2.72111
N 1.15830 -0.79252 -2.45031
C 1.95587 -0.25615 -3.40291
O 3.09909 0.08326 -3.19344
N 1.41052 -0.07406 -4.68436
C 0.14009 -0.37778 -5.10484
O -0.22292 -0.20022 -6.24232
C -0.70430 -0.93073 -4.01500
N -1.94549 -1.20755 -4.25210
C -2.70613 -1.68152 -3.24762
C -4.05743 -1.96191 -3.50412
C -4.89608 -2.41553 -2.51658
C -4.37860 -2.60312 -1.21443
C -3.04892 -2.34393 -0.94628
C -2.18477 -1.88245 -1.94104
H -2.70255 -2.49743 0.06311
C -5.26425 -3.08244 -0.11145
H -5.63722 -4.08197 -0.33248
H -6.12692 -2.42680 -0.00436
H -4.72244 -3.11061 0.82987
C -6.33464 -2.70223 -2.80767
H -6.98033 -2.05769 -2.21256
H -6.57805 -3.73449 -2.56039
H -6.55199 -2.53455 -3.85842
H -4.40825 -1.79700 -4.51045
H 2.03848 0.31894 -5.37759
H -0.62252 -2.58359 0.10547
H 0.79942 -1.67035 -0.50743
H -1.77992 -0.28341 0.33929
O -0.05349 0.70751 -0.12841
C -0.68520 1.37371 -1.11088
O -1.80765 1.11573 -1.46398
C 0.20804 2.43858 -1.67717
H 0.26985 3.25240 -0.95030
H 1.21366 2.02067 -1.76244
C -0.29472 2.95357 -3.02378
C 0.70266 3.91858 -3.64904
H 1.66442 3.43040 -3.78999
H 0.85017 4.78490 -3.00840
H 0.34362 4.26029 -4.61631
H -0.45795 2.10740 -3.69568
H -1.25964 3.44413 -2.88583
H -0.15026 -1.64485 2.12954
O -1.37824 -0.11478 2.73641
C -2.46039 -0.90775 2.81527
O -2.52876 -1.98034 2.27103
C -3.54603 -0.26376 3.63078
C -4.20221 0.87294 2.83107
C -4.94343 0.35937 1.60318
H -5.41851 1.18469 1.07898
H -5.71183 -0.35323 1.89452
H -4.26548 -0.13400 0.91064
H -4.90327 1.39233 3.48678
H -3.43177 1.58470 2.53006
H -4.28772 -1.02081 3.88622
H -3.10395 0.14317 4.54023
O 1.98273 -0.23791 1.41003
C 2.75468 0.70254 0.82221
O 2.57826 1.88314 0.98347
C 3.82536 0.10025 -0.03014
H 3.46814 0.11315 -1.06693
C 4.21252 -1.32651 0.35126
C 5.35417 -1.81871 -0.52843
H 6.24237 -1.20876 -0.38038
H 5.07014 -1.75908 -1.57643
H 5.60367 -2.85015 -0.29115
H 4.50396 -1.35939 1.40271
H 3.34885 -1.98037 0.22454
H 4.69249 0.76268 0.01195
H 0.49410 0.10410 4.38324
H 3.90140 2.54991 4.81473
H 5.26923 1.43016 5.05995
H 5.56800 4.27239 3.83895
H 6.90035 3.13950 4.07704
H 6.58212 3.80581 2.47425
*
```

Values from the calculation:
LUMO in eV: -1.17
Total energy in Ha: -2255.484625
HOMO-LUMO gap in eV: 7.4042
E_HOMO in Ha: -0.315
Molecular weight in g/mol: 656.7

---

2.
Entry from the Open Molecules 2025 dataset: a molecular structure, C33H44N4O6SSi2Ti at a distorted geometry (ωB97M-V/def2-TZVPD).

Geometry as ORCA input:
```
! wB97M-V def2-TZVPD RIJCOSX def2/J DEFGRID3
* xyz 0 1
Ti 0.06551 -0.10886 -1.29338
O -1.33038 3.89148 -1.16670
C -1.37040 2.67292 -1.28369
O -0.37321 1.89570 -1.17626
C -2.74309 1.98879 -1.51425
C -3.00780 1.02024 -0.34406
C -4.48611 0.60687 -0.32291
C -4.54718 -0.30313 -1.56447
C -3.07177 -0.31089 -2.00347
O -2.36547 -0.18063 -0.76590
C -2.72412 1.00546 -2.70998
C -1.30405 0.96123 -3.34425
O -0.98648 1.83117 -4.13646
O -0.56801 -0.02787 -3.00294
H -3.50731 2.76387 -1.60867
H -2.61612 1.35520 0.61982
H -4.70044 0.04351 0.58660
H -5.15896 1.45933 -0.37719
H -4.88093 -1.30760 -1.30526
H -5.20287 0.08791 -2.33978
H -2.74729 -1.20911 -2.52708
H -3.43434 1.29996 -3.48474
C 0.89655 -2.97030 -3.32306
Si -0.12262 -2.63690 -1.70403
C -1.69310 -3.75356 -2.03496
C 0.88439 -3.45426 -0.28402
C 0.63379 -4.74834 0.15387
C 1.33103 -5.30450 1.21074
C 2.32689 -4.57073 1.82804
C 2.61490 -3.29444 1.37589
C 1.89871 -2.71070 0.33775
Si 2.32837 -0.93610 -0.30153
C 2.99211 0.03928 1.26299
C 3.93032 -1.29372 -1.32306
H 1.23379 -4.00185 -3.40731
H 1.76840 -2.32059 -3.37207
H 0.28640 -2.75020 -4.19581
H -1.39642 -4.78721 -2.19454
H -2.19887 -3.43122 -2.94241
H -2.41863 -3.73374 -1.22564
H -0.12279 -5.34340 -0.33612
H 1.09816 -6.30337 1.55364
H 2.88194 -4.99379 2.65346
H 3.41671 -2.74293 1.84684
H 2.46015 -0.26278 2.16343
H 4.04982 -0.15445 1.42759
H 2.87381 1.11793 1.16051
H 4.72688 -1.63945 -0.66851
H 4.28668 -0.42543 -1.86815
H 3.73312 -2.07953 -2.04576
C -1.05098 1.17905 4.91160
N -0.15862 1.17155 3.77334
N -0.33543 0.16515 2.82337
C -0.07747 0.68438 1.55856
O -0.02881 -0.05327 0.53253
C 0.20803 2.06044 1.74525
C 0.12242 2.33365 3.07869
C 0.31670 3.61794 3.79536
C -0.33292 -1.19097 3.16790
C 0.32038 -1.63168 4.31977
C 0.27716 -2.97038 4.65909
C -0.39994 -3.87748 3.85975
C -1.01686 -3.44180 2.69681
C -0.99521 -2.10567 2.34806
H -1.21169 0.15727 5.24690
H -2.01908 1.62380 4.65886
H -0.59561 1.75373 5.71586
H 0.44607 2.75026 0.95696
H 0.68628 4.36588 3.10178
H 1.03975 3.50212 4.60142
H -0.62183 3.97388 4.22079
H 0.87539 -0.93260 4.92898
H 0.78122 -3.30637 5.55289
H -0.42916 -4.92195 4.12993
H -1.52289 -4.14869 2.05697
H -1.47564 -1.76036 1.44191
S 2.19317 0.96661 -3.17145
C 1.82743 2.58369 -2.92439
N 1.36767 3.33319 -3.93390
C 0.93339 4.70168 -3.74244
C 1.79745 5.35680 -2.67116
C 1.72406 4.50308 -1.41096
N 2.15578 3.16220 -1.75512
H 0.90058 2.81264 -4.66815
H -0.11968 4.72348 -3.43959
H 1.03849 5.23234 -4.69248
H 1.44754 6.36728 -2.46357
H 2.83178 5.40928 -3.01617
H 0.69020 4.49439 -1.03955
H 2.38281 4.88799 -0.62685
H 2.38841 2.51822 -1.01031
*
```

Values from the calculation:
LUMO in eV: -0.24
Total energy in Ha: -3781.134608
HOMO-LUMO gap in eV: 6.8969
E_HOMO in Ha: -0.262
Molecular weight in g/mol: 728.8

---

3.
Entry from the Open Molecules 2025 dataset: 11 unconnected molecules or ions with the total composition C33H44O33 at a distorted geometry (ωB97M-V/def2-TZVPD).

Geometry as ORCA input:
```
! wB97M-V def2-TZVPD RIJCOSX def2/J DEFGRID3
* xyz 0 1
O 7.51032 3.97019 1.39921
C 6.34861 4.20543 1.36223
O 5.71920 5.29165 1.87390
C 4.32708 5.03601 1.94318
C 4.17150 3.99285 0.82824
O 5.42681 3.34812 0.87238
H 3.99086 4.59833 2.88696
H 3.71480 5.92066 1.78944
H 4.09566 4.48206 -0.14945
H 3.33058 3.30234 0.82816
O -2.88221 1.21388 3.50055
C -3.45913 0.47019 2.78667
O -2.81904 -0.50502 2.06682
C -3.79884 -1.33666 1.43943
C -4.97930 -0.41987 1.42506
O -4.76861 0.51200 2.47560
H -3.31383 -1.56575 0.48910
H -3.91755 -2.27616 1.98528
H -5.96249 -0.89168 1.39905
H -5.01612 0.17134 0.49797
O -2.80504 5.43344 2.60551
C -2.42493 4.72442 1.73900
O -2.98050 3.51033 1.45168
C -2.47178 3.09172 0.21407
C -1.16556 3.83746 0.09488
O -1.34457 4.95055 0.94874
H -2.23019 2.02202 0.20684
H -3.18222 3.30363 -0.58857
H -1.02956 4.03575 -0.97727
H -0.23210 3.28843 0.25428
O -1.52013 -3.18937 0.32339
C -1.59238 -4.17946 0.99272
O -2.58176 -4.35704 1.87274
C -2.41249 -5.61071 2.53657
C -1.22427 -6.24539 1.79458
O -0.71859 -5.18859 0.98901
H -2.18813 -5.39341 3.58183
H -3.28034 -6.26438 2.51190
H -1.63941 -7.07826 1.21743
H -0.43884 -6.70716 2.38808
O 1.73500 2.10305 -1.27530
C 1.19956 1.09299 -0.91191
O 0.94277 0.82028 0.36823
C 0.05399 -0.31765 0.43271
C 0.03579 -0.84283 -1.02175
O 0.56619 0.26547 -1.75437
H 0.45325 -1.11367 1.05346
H -0.91056 0.15103 0.62634
H -0.99578 -1.10241 -1.25214
H 0.60525 -1.76881 -1.09566
O -0.33429 7.40622 -0.97472
C 0.38286 6.61950 -1.50823
O -0.02565 5.73561 -2.41351
C 1.05741 4.91696 -2.85833
C 2.15776 5.22572 -1.80306
O 1.70417 6.48919 -1.31907
H 0.84146 3.88209 -3.10873
H 1.38361 5.35311 -3.80821
H 3.09844 5.41544 -2.31492
H 2.27012 4.42167 -1.08286
O -0.13889 -2.57268 3.41696
C 0.54219 -2.96686 4.32136
O 0.02877 -3.24904 5.54000
C 1.02968 -3.90611 6.35487
C 2.30634 -3.43313 5.64788
O 1.85048 -3.05766 4.34699
H 0.91611 -3.52475 7.36476
H 0.99544 -4.99421 6.38398
H 2.97363 -4.27063 5.44836
H 2.82155 -2.59501 6.11129
O -0.21206 -3.01197 -3.31610
C -0.80789 -3.90086 -2.78999
O -2.10765 -3.85432 -2.34809
C -2.56780 -5.20863 -2.27552
C -1.31041 -6.06683 -2.31276
O -0.37472 -5.14435 -2.78362
H -3.23197 -5.34176 -1.41403
H -3.33019 -5.33766 -3.05075
H -1.49902 -6.88567 -3.00765
H -1.08839 -6.52407 -1.34983
O 1.19009 3.67061 2.80407
C 1.08107 2.54622 3.19983
O 2.04086 1.60063 3.01604
C 1.63803 0.39112 3.63137
C 0.17378 0.64877 3.97800
O 0.08044 2.07491 3.91351
H 1.70659 -0.44139 2.93370
H 2.20176 0.25316 4.55769
H -0.03215 0.33598 4.99907
H -0.51720 0.20067 3.26777
O -4.21476 0.05410 -6.90304
C -3.28551 0.17631 -6.16609
O -2.67223 -0.83349 -5.56494
C -1.52590 -0.38229 -4.86185
C -1.73678 1.12736 -4.83332
O -2.63889 1.34679 -5.91501
H -1.39694 -0.76365 -3.84740
H -0.59164 -0.70497 -5.31565
H -0.77330 1.62894 -4.90157
H -2.24389 1.42970 -3.91356
O 1.67224 1.73397 -4.54911
C 2.19646 0.66199 -4.49822
O 1.62229 -0.47037 -4.94333
C 2.39808 -1.56368 -4.48066
C 3.77453 -0.91809 -4.31820
O 3.34989 0.38609 -3.88962
H 2.04186 -1.88714 -3.50488
H 2.51248 -2.37427 -5.19609
H 4.31667 -0.91206 -5.26389
H 4.35999 -1.42657 -3.55790
*
```

Values from the calculation:
LUMO in eV: -0.69
Total energy in Ha: -3766.848789
HOMO-LUMO gap in eV: 9.5258
E_HOMO in Ha: -0.375
Molecular weight in g/mol: 968.7
SMILES: O=C1OCCO1.O=C1OCCO1.O=C1OCCO1.O=C1OCCO1.O=C1OCCO1.O=C1OCCO1.O=C1OCCO1.O=C1OCCO1.O=C1OCCO1.O=C1OCCO1.O=C1OCCO1